{"formula": "C4H4BrN3", "method": "the ωB97M-V functional and the def2-TZVPD basis", "total_energy_ev": -78722.5119, "homo_energy_ev": -9.88, "lumo_energy_ev": 0.5, "smiles": "BrC1=NN=CC1.C#N", "de_lowest_kcal_mol": 17.0, "multiplicity": 1, "species": ["Br", "C", "N", "N", "C", "C", "H", "H", "H", "C", "N", "H"], "xyz": [[-1.652, -0.110, 1.943], [-0.274, 0.289, 0.851], [-0.039, 1.405, 0.274], [1.135, 1.384, -0.462], [1.728, 0.273, -0.215], [0.898, -0.590, 0.648], [2.669, 0.163, -0.529], [0.594, -1.387, -0.094], [1.263, -0.812, 1.650], [-1.998, -0.123, -1.362], [-1.726, -1.225, -1.369], [-2.598, 0.733, -1.334]], "forces_ev_per_angstrom": [[-1.140, -0.108, 0.830], [2.752, 1.019, -1.193], [-2.564, 1.126, 0.183], [0.558, -0.311, 0.151], [-3.037, 1.525, 1.645], [-0.556, -1.018, -0.871], [3.400, -0.995, -1.423], [0.292, -0.209, 1.433], [0.408, -0.929, -0.379], [-1.090, 0.007, -0.227], [0.965, -1.340, -0.164], [0.012, 1.232, 0.014]]}

---

{"formula": "C4H4BrNO2", "method": "the ωB97M-V functional and the def2-TZVPD basis", "total_energy_ev": -79832.4162, "homo_energy_ev": [-5.80, -10.49], "lumo_energy_ev": [0.7, -1.8], "de_lowest_kcal_mol": 68.3, "s2": 2.01, "multiplicity": 3, "species": ["C", "C", "C", "C", "N", "O", "O", "Br", "H", "H", "H", "H"], "xyz": [[-1.319, -0.683, -2.574], [0.190, 2.089, -0.737], [0.358, 3.029, -1.772], [0.366, 0.565, 1.040], [-1.035, -0.676, -1.471], [1.200, 1.616, -1.368], [-0.331, 1.613, 0.377], [-0.750, 2.901, -3.264], [-1.779, -0.528, -3.547], [0.637, 0.847, 2.081], [1.188, 0.214, 0.523], [-0.318, -0.310, 1.086]], "forces_ev_per_angstrom": [[-1.065, 0.589, -1.157], [0.783, -0.623, -0.031], [-1.224, -0.214, 0.874], [-1.851, -0.997, 1.866], [0.432, -0.315, 0.617], [1.959, -1.244, 0.902], [-0.444, 1.455, -0.338], [-1.085, 0.992, -1.240], [0.602, -0.337, 0.499], [-0.201, 0.205, -0.863], [1.867, -0.254, -1.189], [0.227, 0.743, 0.060]]}

---

{"formula": "C4H4BrO2", "method": "the ωB97M-V functional and the def2-TZVPD basis", "total_energy_ev": -78351.0641, "homo_energy_ev": -4.75, "lumo_energy_ev": 3.5, "de_lowest_kcal_mol": 0.0, "charge": -1, "multiplicity": 1, "species": ["C", "C", "C", "C", "O", "O", "Br", "H", "H", "H", "H"], "xyz": [[2.279, 1.234, -0.675], [1.549, 0.159, -0.353], [-2.488, -0.118, 0.503], [1.031, -1.037, -0.141], [-2.341, 1.056, 0.664], [-1.995, -1.084, 0.019], [-4.523, -0.617, 1.423], [2.268, 2.123, 0.017], [2.724, 1.393, -1.615], [1.530, -1.898, 0.360], [-0.034, -1.211, -0.201]], "forces_ev_per_angstrom": [[-2.042, -0.102, 2.485], [1.544, -0.369, -0.622], [0.496, 1.467, -0.254], [0.201, 0.428, 0.820], [-0.160, -0.144, 0.198], [-0.324, -1.073, -0.042], [-0.288, -0.277, 0.125], [0.145, -1.120, -0.681], [0.389, -0.114, -1.079], [0.224, 1.052, -0.485], [-0.186, 0.254, -0.466]]}

---

{"formula": "C4H4BrOP", "method": "the ωB97M-V functional and the def2-TZVPD basis", "total_energy_ev": -85589.5694, "homo_energy_ev": [-8.96, -8.97], "lumo_energy_ev": [-2.3, -2.3], "de_lowest_kcal_mol": 18.9, "multiplicity": 1, "species": ["C", "C", "C", "C", "O", "P", "Br", "H", "H", "H", "H"], "xyz": [[1.460, -0.670, -0.391], [0.386, -0.620, 0.509], [1.340, 0.441, -1.184], [-0.324, 0.527, 0.198], [0.275, 1.158, -0.843], [-1.751, 1.324, 0.873], [-3.897, -0.714, 0.007], [2.221, -1.422, -0.452], [0.142, -1.328, 1.275], [1.947, 0.807, -1.991], [-1.798, 0.497, 2.000]], "forces_ev_per_angstrom": [[0.026, 0.228, -0.194], [-0.215, 0.511, -0.219], [0.259, -0.542, 0.157], [-0.650, -0.233, 0.959], [0.134, 0.385, -0.502], [-1.099, -1.515, -0.935], [1.447, 1.385, 0.514], [0.174, -0.108, -0.059], [-0.111, -0.092, 0.162], [-0.012, 0.120, -0.116], [0.045, -0.138, 0.233]]}

---

{"formula": "C4H4CaO2", "method": "the ωB97M-V functional and the def2-TZVPD basis", "total_energy_ev": -26708.1972, "homo_energy_ev": [-22.99, -24.74], "lumo_energy_ev": [-15.0, -15.1], "de_lowest_kcal_mol": 45.3, "charge": 3, "s2": 0.76, "multiplicity": 2, "species": ["H", "O", "C", "C", "C", "C", "H", "H", "H", "O", "Ca"], "xyz": [[0.371, -0.640, -1.669], [-2.983, 1.354, -0.198], [-2.110, 0.741, 0.128], [-0.989, -0.004, 0.578], [0.252, 0.035, -0.263], [0.979, -1.162, -0.634], [-1.184, -0.718, 1.387], [0.837, -1.975, 0.092], [2.024, -1.005, -0.903], [0.642, 0.960, 0.556], [2.162, 2.415, 0.926]], "forces_ev_per_angstrom": [[0.305, -2.521, -0.007], [-0.156, 0.181, -0.116], [0.492, -0.743, 0.733], [-3.918, -0.741, -2.430], [1.109, -3.009, 7.050], [-0.245, 4.195, -1.612], [0.369, 0.124, -0.098], [-1.275, -0.907, -1.423], [-0.047, 0.090, 0.054], [2.302, 2.154, -2.702], [1.065, 1.178, 0.549]]}

---

{"formula": "C4H4CdO2", "method": "the ωB97M-V functional and the def2-TZVPD basis", "total_energy_ev": -12864.5691, "homo_energy_ev": [-7.34, -7.50], "lumo_energy_ev": [-1.4, -1.5], "de_lowest_kcal_mol": 45.9, "multiplicity": 1, "species": ["H", "O", "C", "C", "C", "C", "O", "Cd", "H", "H", "H"], "xyz": [[-2.022, 0.006, 2.067], [2.009, -0.607, -0.557], [0.736, -1.223, -0.198], [-0.078, -0.103, 0.466], [-1.251, -0.453, 1.316], [-1.660, 0.113, 0.180], [-2.460, 0.296, -0.779], [1.577, 1.167, 0.303], [2.639, -1.214, -0.954], [0.938, -2.062, 0.485], [0.271, -1.608, -1.120]], "forces_ev_per_angstrom": [[2.326, -1.617, 0.325], [0.873, -2.716, -1.475], [0.064, -0.608, 0.309], [-3.011, -1.451, -0.224], [-2.088, 2.039, 2.200], [-0.428, -0.598, -5.860], [2.294, 0.240, 3.031], [0.173, 4.352, 1.541], [-0.060, -0.258, -0.101], [-0.152, 0.284, -0.076], [0.008, 0.334, 0.329]]}

---

{"formula": "C4H4Cl2F2O", "method": "the ωB97M-V functional and the def2-TZVPD basis", "total_energy_ev": -36738.6701, "homo_energy_ev": -10.49, "lumo_energy_ev": 0.6, "smiles": "C[C@H]1OC(F)(F)C1(Cl)Cl", "de_lowest_kcal_mol": 0.0, "multiplicity": 1, "species": ["C", "C", "O", "C", "F", "F", "C", "Cl", "Cl", "H", "H", "H", "H"], "xyz": [[-0.341, 0.278, -0.043], [1.138, 0.064, 0.233], [1.532, -1.309, 0.689], [2.595, -1.531, -0.104], [3.714, -1.461, 0.578], [2.583, -2.657, -0.780], [2.084, -0.018, -1.003], [1.353, -0.278, -2.651], [3.176, 1.318, -1.119], [-0.677, -0.353, -0.755], [-0.449, 1.248, -0.568], [-0.775, 0.097, 0.938], [1.492, 0.853, 1.034]], "forces_ev_per_angstrom": [[2.190, 1.451, 1.768], [0.939, 0.402, 0.230], [-1.731, 0.705, 0.472], [-1.252, 3.414, -2.026], [1.012, 0.126, 0.034], [-0.166, -0.350, -0.161], [0.725, -2.046, 0.962], [0.275, -0.197, 1.379], [0.516, 0.162, 0.088], [-1.146, -2.640, -1.949], [-0.114, 0.004, 1.171], [-0.883, 0.631, -0.276], [-0.365, -1.661, -1.691]]}

---

{"formula": "C4H4Cl2NP", "method": "the ωB97M-V functional and the def2-TZVPD basis", "total_energy_ev": -40033.9730, "homo_energy_ev": [-8.11, -8.35], "lumo_energy_ev": [-0.8, -1.1], "de_lowest_kcal_mol": 74.4, "multiplicity": 1, "species": ["C", "C", "C", "C", "N", "P", "Cl", "Cl", "H", "H", "H", "H"], "xyz": [[1.778, -0.745, -0.009], [0.359, -0.931, 0.174], [1.994, 0.637, -0.180], [-0.189, 0.342, 0.000], [0.774, 1.275, -0.254], [-3.096, 0.424, -0.280], [-3.813, 0.489, 1.597], [-3.313, -1.493, -0.882], [2.355, -1.730, 0.213], [-0.305, -1.770, 0.300], [2.861, 1.258, -0.210], [0.595, 2.245, -0.469]], "forces_ev_per_angstrom": [[-0.430, -1.223, 1.331], [-0.801, 2.552, -0.944], [-0.018, -1.386, -0.206], [-0.946, -0.979, -0.082], [-0.630, -0.897, 0.460], [1.580, 0.698, -0.574], [-0.044, -0.265, 0.412], [0.004, -0.289, 0.214], [-0.086, 2.617, -0.702], [0.570, -0.385, 0.089], [0.548, -0.143, -0.167], [0.253, -0.301, 0.168]]}

---

> Which formula does entry 3 have?

C4H4BrO2